<A>
ORCA calculation (the ωB97M-V functional and the def2-TZVPD basis) on a molecular structure, C8H6O4.

Its gap between HOMO and LUMO is 9.29 eV.

Structure (XYZ):
```
18
Properties=species:S:1:pos:R:3:nbo_charge:R:1
C -1.45 -1.68 0.21 0.748
C -0.25 -0.89 -0.01 -0.095
C 1.00 -1.55 -0.11 -0.169
C 2.26 -0.98 -0.11 -0.154
C 2.34 0.41 -0.05 -0.142
C 1.11 1.16 0.10 -0.147
C -0.11 0.62 0.06 -0.180
C -1.28 1.46 0.06 0.769
H -2.32 -0.45 -1.10 0.511
H 0.79 -2.60 -0.03 0.232
H 3.02 -1.52 -0.06 0.194
H 3.14 0.73 -0.27 0.172
H 1.34 2.25 0.28 0.239
H -2.08 3.28 0.34 0.515
O -2.54 -1.40 -0.59 -0.678
O -1.50 -2.61 0.96 -0.545
O -1.07 2.62 0.60 -0.648
O -2.40 1.16 -0.30 -0.623
```


<B>
ORCA calculation (the ωB97M-V functional and the def2-TZVPD basis) on C8H6O4 in the gas phase.

Its gap between HOMO and LUMO is 8.21 eV. As for the SMILES: O=Cc1ccc(O)c(O)c1C=O.

Structure (XYZ):
```
18
Properties=species:S:1:pos:R:3:nbo_charge:R:1
O -3.59 -0.54 -0.05 -0.496
C -2.73 0.19 0.05 0.464
C -1.30 -0.19 -0.05 -0.153
C -1.06 -1.62 0.00 -0.158
C 0.24 -2.11 0.05 -0.264
C 1.31 -1.26 -0.07 0.308
O 2.61 -1.77 0.02 -0.697
C 1.18 0.21 0.00 0.325
O 2.30 0.83 0.00 -0.615
C -0.14 0.74 0.03 -0.226
C -0.24 2.20 0.03 0.418
O 0.71 2.94 -0.01 -0.563
H -2.85 1.45 0.12 0.049
H -2.00 -2.20 0.18 0.248
H 0.48 -3.08 -0.11 0.229
H 3.40 -1.08 0.11 0.518
H 2.15 1.63 -0.16 0.491
H -1.02 2.67 0.00 0.124
```


Most stable: <A> (next structure +0.0308 hartree)


<A>
ORCA calculation (the ωB97M-V functional and the def2-TZVPD basis) on 6 unconnected molecules or ions with the total composition C50H68OP.

The total charge is +1. Its gap between HOMO and LUMO is 7.59 eV.

Structure (XYZ):
```
120
Properties=species:S:1:pos:R:3:lowdin_charge:R:1
C 3.71 0.14 2.71 0.143
C 4.01 -0.53 1.75 -0.195
C 4.17 -1.04 0.40 -0.223
P 2.60 -0.96 -0.56 0.999
C 1.16 -1.13 0.57 -0.227
C 0.52 -2.54 0.57 -0.192
C 0.84 -3.47 1.78 -0.192
C 2.03 -3.08 2.66 -0.264
C 2.07 -4.06 3.86 -0.095
C 2.49 0.66 -1.40 -0.204
C 3.35 1.77 -0.75 -0.198
C 2.67 3.15 -0.76 -0.353
C 3.80 4.20 -0.49 -0.052
C 1.65 3.31 0.39 -0.163
C 0.34 2.57 0.08 -0.193
C -0.90 3.09 0.81 -0.073
C -2.06 2.40 0.65 -0.329
C -2.16 0.94 1.06 -0.055
C -3.31 3.01 0.03 -0.036
O 2.65 -2.21 -1.56 -0.238
C 2.13 -1.96 -2.90 -0.226
C 0.64 -1.57 -2.92 -0.050
H 3.60 0.63 3.65 0.051
H 4.96 -0.51 -0.13 0.112
H 4.39 -2.11 0.48 0.102
H 0.42 -0.46 0.12 0.042
H 1.37 -0.71 1.55 0.084
H -0.56 -2.37 0.59 0.110
H 0.71 -3.10 -0.34 0.093
H 1.08 -4.45 1.37 0.118
H -0.05 -3.61 2.39 0.112
H 3.00 -3.15 2.15 0.096
H 1.88 -2.10 3.11 0.090
H 2.38 -5.06 3.56 0.066
H 2.67 -3.69 4.69 0.074
H 1.04 -4.15 4.22 0.073
H 1.43 0.90 -1.44 0.072
H 2.80 0.58 -2.45 0.100
H 4.26 1.87 -1.36 0.120
H 3.68 1.57 0.27 0.090
H 2.23 3.40 -1.73 0.141
H 4.16 4.68 -1.39 0.081
H 4.64 3.68 -0.01 0.077
H 3.48 4.94 0.24 0.073
H 1.47 4.35 0.64 0.110
H 2.08 2.82 1.27 0.120
H 0.10 2.58 -0.99 0.110
H 0.48 1.52 0.38 0.073
H -0.82 3.98 1.43 0.101
H -1.56 0.33 0.36 0.057
H -3.19 0.58 0.96 0.069
H -1.75 0.76 2.05 0.082
H -3.68 2.25 -0.66 0.071
H -2.99 3.86 -0.57 0.076
H -4.04 3.29 0.80 0.076
H 2.76 -1.28 -3.46 0.109
H 2.21 -2.91 -3.42 0.125
H 0.07 -2.43 -3.25 0.090
H 0.39 -0.76 -3.61 0.083
H 0.23 -1.31 -1.94 0.055
C 5.10 -6.68 2.75 -0.112
C 5.31 -7.12 1.45 -0.105
C 5.05 -8.45 1.12 -0.096
C 4.57 -9.32 2.08 -0.091
C 4.36 -8.88 3.38 -0.091
C 4.62 -7.56 3.72 -0.101
H 5.30 -5.65 3.01 0.095
H 5.67 -6.44 0.70 0.095
H 5.22 -8.79 0.11 0.101
H 4.37 -10.36 1.82 0.103
H 3.99 -9.57 4.13 0.103
H 4.46 -7.22 4.73 0.102
C -4.84 1.57 -4.59 -0.089
C -3.80 1.31 -3.71 -0.106
C -2.58 1.97 -3.85 -0.116
C -2.42 2.90 -4.87 -0.107
C -3.46 3.16 -5.75 -0.090
C -4.67 2.50 -5.61 -0.085
H -5.78 1.05 -4.48 0.104
H -3.93 0.59 -2.91 0.097
H -1.77 1.77 -3.17 0.086
H -1.48 3.42 -4.98 0.101
H -3.33 3.89 -6.54 0.105
H -5.48 2.70 -6.29 0.105
C -4.45 0.83 5.02 -0.094
C -4.52 1.24 3.70 -0.107
C -5.57 0.81 2.89 -0.102
C -6.56 -0.01 3.42 -0.091
C -6.49 -0.42 4.74 -0.091
C -5.44 0.00 5.54 -0.092
H -3.63 1.15 5.65 0.100
H -3.76 1.89 3.29 0.087
H -5.63 1.13 1.86 0.094
H -7.38 -0.33 2.79 0.103
H -7.26 -1.06 5.15 0.103
H -5.38 -0.33 6.58 0.103
C -0.03 6.96 5.25 -0.095
C -0.06 7.31 3.91 -0.098
C -1.07 6.84 3.09 -0.106
C -2.06 6.01 3.61 -0.107
C -2.03 5.65 4.95 -0.096
C -1.01 6.12 5.77 -0.095
H 0.76 7.32 5.90 0.102
H 0.71 7.97 3.51 0.100
H -1.09 7.11 2.04 0.100
H -2.85 5.64 2.97 0.097
H -2.80 5.01 5.35 0.099
H -0.99 5.84 6.82 0.102
C -0.89 -2.93 -8.24 -0.094
C 0.17 -2.14 -7.82 -0.103
C -0.07 -0.92 -7.20 -0.111
C -1.38 -0.49 -6.99 -0.095
C -2.44 -1.29 -7.40 -0.089
C -2.20 -2.50 -8.03 -0.089
H -0.71 -3.87 -8.73 0.103
H 1.19 -2.47 -7.99 0.099
H 0.76 -0.30 -6.89 0.094
H -1.56 0.46 -6.50 0.087
H -3.46 -0.96 -7.23 0.101
H -3.03 -3.11 -8.35 0.103
```


<B>
ORCA calculation (the ωB97M-V functional and the def2-TZVPD basis) on 6 unconnected molecules or ions with the total composition C50H68OP.

The total charge is +1. Its gap between HOMO and LUMO is 6.95 eV.

Structure (XYZ):
```
120
Properties=species:S:1:pos:R:3:lowdin_charge:R:1
C 3.71 0.19 2.84 0.097
C 4.10 -0.57 1.83 -0.150
C 4.30 -1.12 0.33 -0.235
P 2.68 -1.06 -0.71 1.068
C 1.16 -1.23 0.47 -0.243
C 0.52 -2.71 0.48 -0.220
C 0.86 -3.64 1.75 -0.210
C 2.11 -3.17 2.65 -0.256
C 2.14 -4.19 3.94 -0.124
C 2.55 0.63 -1.60 -0.231
C 3.44 1.79 -0.92 -0.213
C 2.74 3.25 -0.91 -0.326
C 3.95 4.33 -0.61 -0.092
C 1.70 3.43 0.35 -0.171
C 0.30 2.69 0.05 -0.206
C -0.96 3.25 0.89 -0.073
C -2.22 2.51 0.72 -0.273
C -2.34 0.98 1.20 -0.089
C -3.54 3.17 0.03 -0.069
O 2.76 -2.40 -1.77 -0.303
C 2.24 -2.10 -3.10 -0.264
C 0.67 -1.69 -3.13 -0.080
H 3.57 0.74 3.85 0.079
H 5.15 -0.55 -0.21 0.115
H 4.54 -2.26 0.43 0.105
H 0.36 -0.53 -0.02 0.059
H 1.37 -0.77 1.51 0.090
H -0.64 -2.55 0.48 0.124
H 0.73 -3.33 -0.48 0.107
H 1.14 -4.69 1.33 0.128
H -0.08 -3.80 2.39 0.118
H 3.14 -3.25 2.14 0.096
H 1.92 -2.12 3.12 0.096
H 2.47 -5.25 3.65 0.071
H 2.75 -3.78 4.82 0.077
H 1.04 -4.28 4.30 0.079
H 1.41 0.87 -1.64 0.089
H 2.88 0.57 -2.72 0.111
H 4.40 1.91 -1.58 0.130
H 3.80 1.58 0.15 0.094
H 2.26 3.55 -1.92 0.145
H 4.32 4.86 -1.56 0.084
H 4.82 3.74 -0.13 0.081
H 3.63 5.11 0.19 0.086
H 1.55 4.53 0.65 0.113
H 2.18 2.88 1.27 0.123
H 0.01 2.73 -1.06 0.110
H 0.44 1.58 0.36 0.077
H -0.85 4.17 1.57 0.098
H -1.68 0.34 0.47 0.057
H -3.41 0.59 1.09 0.074
H -1.90 0.80 2.25 0.088
H -3.95 2.36 -0.69 0.076
H -3.17 4.05 -0.63 0.086
H -4.29 3.48 0.84 0.076
H 2.93 -1.36 -3.69 0.122
H 2.32 -3.09 -3.70 0.143
H 0.08 -2.61 -3.53 0.104
H 0.42 -0.82 -3.84 0.086
H 0.22 -1.45 -2.11 0.058
C 5.21 -6.81 2.96 -0.113
C 5.46 -7.28 1.67 -0.105
C 5.22 -8.62 1.36 -0.096
C 4.72 -9.48 2.33 -0.091
C 4.47 -9.01 3.62 -0.091
C 4.72 -7.68 3.94 -0.102
H 5.40 -5.77 3.21 0.095
H 5.83 -6.60 0.91 0.095
H 5.41 -8.98 0.36 0.101
H 4.53 -10.52 2.09 0.103
H 4.09 -9.68 4.38 0.104
H 4.53 -7.31 4.94 0.101
C -5.11 1.69 -4.56 -0.089
C -4.07 1.42 -3.68 -0.108
C -2.84 2.06 -3.84 -0.114
C -2.66 2.98 -4.87 -0.104
C -3.70 3.25 -5.75 -0.091
C -4.93 2.61 -5.60 -0.087
H -6.07 1.20 -4.44 0.104
H -4.22 0.72 -2.87 0.096
H -2.03 1.84 -3.16 0.086
H -1.70 3.48 -4.99 0.099
H -3.56 3.96 -6.56 0.105
H -5.74 2.81 -6.29 0.105
C -4.65 0.88 5.15 -0.094
C -4.72 1.28 3.82 -0.109
C -5.76 0.84 3.01 -0.104
C -6.75 0.01 3.54 -0.092
C -6.68 -0.39 4.87 -0.091
C -5.64 0.05 5.68 -0.092
H -3.84 1.23 5.78 0.100
H -3.96 1.93 3.41 0.085
H -5.81 1.14 1.97 0.092
H -7.56 -0.34 2.91 0.102
H -7.45 -1.03 5.28 0.103
H -5.58 -0.26 6.72 0.102
C 0.09 7.01 5.41 -0.095
C 0.03 7.40 4.08 -0.098
C -1.01 6.95 3.27 -0.107
C -2.00 6.12 3.79 -0.108
C -1.94 5.73 5.13 -0.096
C -0.89 6.17 5.94 -0.095
H 0.90 7.35 6.04 0.102
H 0.79 8.05 3.67 0.100
H -1.06 7.25 2.23 0.100
H -2.81 5.78 3.16 0.097
H -2.71 5.08 5.54 0.100
H -0.84 5.86 6.98 0.101
C -0.71 -2.92 -8.54 -0.094
C 0.33 -2.13 -8.08 -0.103
C 0.06 -0.93 -7.43 -0.112
C -1.26 -0.52 -7.24 -0.099
C -2.30 -1.31 -7.70 -0.091
C -2.03 -2.51 -8.36 -0.090
H -0.50 -3.86 -9.05 0.103
H 1.36 -2.45 -8.22 0.099
H 0.88 -0.31 -7.07 0.093
H -1.47 0.41 -6.72 0.091
H -3.33 -1.00 -7.55 0.103
H -2.85 -3.13 -8.72 0.103
```


Most stable: <A> (next structure +0.2329 hartree)


<A>
ORCA calculation (the ωB97M-V functional and the def2-TZVPD basis) on 2 unconnected molecules or ions with the total composition C5H14S.

Its gap between HOMO and LUMO is 9.34 eV. As for the SMILES: CCSC.CC.

Structure (XYZ):
```
20
Properties=species:S:1:pos:R:3:nbo_charge:R:1
C -0.01 1.91 0.34 -0.620
C -0.79 2.62 -0.81 -0.549
S -1.37 1.74 -2.26 0.206
C -0.36 0.26 -2.36 -0.771
H 1.03 2.18 0.26 0.209
H 0.05 0.85 0.08 0.204
H -0.38 1.96 1.36 0.221
H -1.70 3.04 -0.41 0.230
H -0.03 3.31 -1.14 0.210
H -0.30 -0.32 -1.45 0.210
H -0.76 -0.44 -3.09 0.239
H 0.67 0.43 -2.68 0.208
C 0.26 -2.04 2.27 -0.619
C 0.68 -2.44 0.84 -0.624
H 1.13 -1.88 2.90 0.207
H -0.23 -1.07 2.14 0.207
H -0.36 -2.74 2.81 0.213
H 0.43 -1.61 0.18 0.196
H 1.74 -2.38 0.56 0.210
H 0.29 -3.38 0.46 0.212
```


<B>
ORCA calculation (the ωB97M-V functional and the def2-TZVPD basis) on 2 unconnected molecules or ions with the total composition C5H14S.

Its gap between HOMO and LUMO is 9.44 eV. As for the SMILES: CCSC.CC.

Structure (XYZ):
```
20
Properties=species:S:1:pos:R:3:nbo_charge:R:1
C 1.46 1.98 0.06 -0.636
C 0.04 1.83 -0.51 -0.450
S 0.08 0.85 -2.18 0.106
C -1.71 1.11 -2.64 -0.740
H 1.73 1.21 0.81 0.216
H 1.60 2.94 0.53 0.216
H 2.24 2.02 -0.84 0.219
H -0.63 1.37 0.11 0.199
H -0.33 2.88 -0.76 0.203
H -2.21 1.81 -1.93 0.224
H -1.86 1.43 -3.68 0.223
H -2.12 0.00 -2.56 0.222
C -0.47 -2.58 1.46 -0.621
C 0.95 -2.28 1.83 -0.623
H -1.21 -1.74 1.51 0.198
H -0.55 -2.91 0.37 0.211
H -0.94 -3.19 2.23 0.210
H 0.93 -1.65 2.72 0.202
H 1.64 -1.90 1.09 0.216
H 1.36 -3.19 2.37 0.205
```


<C>
ORCA calculation (the ωB97M-V functional and the def2-TZVPD basis) on 2 unconnected molecules or ions with the total composition C5H14S.

Its gap between HOMO and LUMO is 9.50 eV. As for the SMILES: CCC.CSC.

Structure (XYZ):
```
20
Properties=species:S:1:pos:R:3:nbo_charge:R:1
C 2.19 1.61 0.02 -0.616
C 2.35 0.24 -0.65 -0.400
C 2.05 -0.90 0.33 -0.605
H 1.29 2.11 -0.30 0.205
H 3.03 2.29 -0.16 0.208
H 2.13 1.54 1.11 0.205
H 1.63 0.18 -1.47 0.191
H 3.35 0.11 -1.06 0.196
H 1.03 -0.82 0.70 0.209
H 2.15 -1.88 -0.13 0.203
H 2.74 -0.85 1.19 0.198
C -1.81 -0.13 -1.06 -0.736
S -1.81 0.00 0.75 0.172
C -3.44 -0.62 1.18 -0.750
H -2.84 -0.22 -1.41 0.218
H -1.29 0.73 -1.46 0.228
H -1.34 -1.07 -1.35 0.214
H -4.01 0.03 1.85 0.225
H -3.38 -1.59 1.68 0.216
H -4.01 -0.77 0.26 0.217
```


Most stable: <C> (next structure +0.0270 hartree)